Entry 1:
ORCA calculation (the ωB97M-V functional and the def2-TZVPD basis) on a cluster of 3 separate species, C14H36BF2O5P2 in total.

ORCA input file:
```
! RIJCOSX wB97M-V def2-TZVPD def2/J DEFGRID3
* xyz 1 1
O 0.82 0.28 5.70
P 0.77 1.43 4.80
O 1.99 2.44 4.80
O 0.51 1.03 3.28
C -0.58 2.55 5.39
P -1.87 3.14 4.35
F -1.92 2.38 3.01
F -1.53 4.57 3.95
C -3.46 3.02 5.02
B -3.85 1.43 4.99
O -4.77 0.99 4.09
O -3.22 0.68 5.93
H 2.71 2.16 4.21
H 0.71 1.71 2.63
H -1.05 2.05 6.24
H -0.08 3.45 5.77
H -3.45 3.42 6.04
H -4.15 3.57 4.37
H -4.43 0.58 3.28
H -3.03 -0.23 5.66
C -0.11 -3.13 -1.43
C 0.14 -1.85 -0.64
C 0.02 -2.03 0.87
C -1.36 -2.48 1.37
C -2.50 -1.55 0.98
C -2.36 -0.14 1.55
H -1.12 -3.51 -1.28
H 0.01 -2.95 -2.50
H 0.59 -3.91 -1.14
H -0.55 -1.07 -0.98
H 1.14 -1.48 -0.87
H 0.30 -1.10 1.37
H 0.76 -2.78 1.20
H -1.32 -2.57 2.46
H -1.58 -3.48 0.99
H -3.44 -1.98 1.33
H -2.59 -1.49 -0.11
H -2.29 -0.18 2.64
H -3.21 0.49 1.26
H -1.46 0.35 1.18
C 3.46 -1.47 -6.95
C 3.72 -0.20 -6.16
C 3.62 -0.38 -4.65
C 2.24 -0.82 -4.14
C 1.09 0.11 -4.51
C 1.23 1.51 -3.92
H 2.45 -1.85 -6.79
H 3.57 -1.30 -8.02
H 4.16 -2.26 -6.66
H 3.03 0.59 -6.49
H 4.72 0.17 -6.39
H 3.91 0.55 -4.15
H 4.36 -1.13 -4.33
H 2.29 -0.92 -3.05
H 2.02 -1.83 -4.52
H 0.16 -0.34 -4.15
H 0.99 0.18 -5.59
H 1.29 1.46 -2.83
H 0.37 2.13 -4.18
H 2.12 2.01 -4.28
*
```

Results
Max |F| = 0.018 Eh/bohr
Kohn-Sham gap = 9.173 eV
Molecular weight = 395.2 g mol⁻¹



Entry 2:
ORCA calculation (the ωB97M-V functional and the def2-TZVPD basis) on a cluster of 2 separate species, C50H66N4O3S in total.

ORCA input file:
```
! RIJCOSX wB97M-V def2-TZVPD def2/J DEFGRID3
* xyz 0 1
C 5.58 1.14 2.52
C 4.42 1.41 3.48
C 4.65 0.68 4.80
C 3.08 1.07 2.84
C 2.53 -0.21 2.88
C 1.36 -0.53 2.19
C 0.88 -1.97 2.09
C 1.61 -2.95 3.01
C 0.83 -2.51 0.66
C 0.62 0.52 1.54
C -0.70 0.28 0.96
N -1.83 -0.11 1.68
C -1.97 -0.55 3.05
C -2.38 -1.88 3.29
C -2.75 -2.85 2.16
C -4.27 -2.85 1.99
C -2.17 -4.25 2.35
C -2.48 -2.32 4.61
C -2.18 -1.47 5.67
C -1.82 -0.15 5.41
C -1.77 0.35 4.11
C -1.57 1.85 3.86
C -1.25 2.63 5.13
C -2.75 2.50 3.15
N -2.92 -0.19 0.87
N -2.47 0.21 -0.35
C -3.32 0.13 -1.51
C -3.26 -1.01 -2.32
C -2.42 -2.23 -1.92
C -1.08 -2.27 -2.65
C -3.16 -3.56 -2.15
C -3.99 -1.03 -3.50
C -4.82 0.05 -3.85
C -4.92 1.14 -2.99
C -4.18 1.20 -1.81
C -4.38 2.40 -0.87
C -3.11 3.20 -0.57
C -5.12 1.99 0.41
C -1.09 0.44 -0.37
C -0.41 0.75 -1.53
C 1.20 1.83 1.49
C 0.56 3.02 0.77
C 1.43 3.49 -0.40
C 0.29 4.21 1.70
C 2.41 2.07 2.13
H 5.46 1.69 1.58
H 6.53 1.43 2.97
H 5.63 0.07 2.28
H 4.39 2.49 3.67
H 3.80 0.81 5.48
H 4.81 -0.39 4.63
H 5.55 1.08 5.29
H 3.04 -0.99 3.44
H -0.17 -1.94 2.43
H 1.57 -2.61 4.06
H 1.14 -3.94 2.97
H 2.66 -3.06 2.70
H 0.23 -1.86 0.02
H 1.84 -2.56 0.22
H 0.38 -3.51 0.64
H -2.32 -2.44 1.23
H -4.60 -1.83 1.77
H -4.58 -3.51 1.17
H -4.75 -3.19 2.92
H -1.08 -4.21 2.45
H -2.58 -4.73 3.25
H -2.40 -4.88 1.49
H -2.80 -3.35 4.80
H -2.24 -1.83 6.70
H -1.59 0.52 6.24
H -0.69 1.91 3.19
H -0.39 2.21 5.66
H -1.00 3.67 4.88
H -2.12 2.65 5.80
H -3.00 1.99 2.21
H -3.64 2.47 3.79
H -2.54 3.55 2.92
H -2.23 -2.13 -0.85
H -0.51 -1.35 -2.48
H -0.47 -3.12 -2.29
H -1.23 -2.38 -3.73
H -4.17 -3.53 -1.72
H -3.23 -3.78 -3.22
H -2.61 -4.38 -1.67
H -3.92 -1.90 -4.16
H -5.37 0.04 -4.78
H -5.58 1.98 -3.23
H -5.05 3.07 -1.42
H -2.56 3.44 -1.49
H -3.37 4.14 -0.07
H -2.45 2.64 0.10
H -6.14 1.69 0.17
H -4.63 1.13 0.89
H -5.15 2.81 1.13
H -0.98 0.95 -2.43
H 0.67 0.73 -1.50
H -0.40 2.69 0.36
H 1.67 2.66 -1.07
H 0.91 4.27 -0.98
H 2.37 3.92 -0.02
H -0.29 3.91 2.58
H 1.24 4.64 2.05
H -0.27 4.98 1.17
H 2.85 3.07 2.08
C 4.66 -0.28 -9.99
C 4.86 -0.34 -8.50
C 5.27 -1.53 -7.90
C 5.48 -1.60 -6.52
C 5.19 -0.49 -5.73
S 5.34 -0.60 -3.96
N 3.56 -1.02 -3.47
C 3.07 -0.94 -2.36
O 2.56 -0.88 -1.28
O 6.13 -1.75 -3.61
O 5.60 0.70 -3.41
C 4.86 0.73 -6.32
C 4.65 0.79 -7.70
H 4.33 0.72 -10.29
H 5.58 -0.51 -10.54
H 3.90 -1.01 -10.30
H 5.44 -2.41 -8.51
H 5.86 -2.51 -6.06
H 4.76 1.62 -5.70
H 4.34 1.72 -8.15
*
```

Results
Max |F| = 0.055 Eh/bohr
Kohn-Sham gap = 5.698 eV
Molecular weight = 803.2 g mol⁻¹



Entry 3:
ORCA calculation (the ωB97M-V functional and the def2-TZVPD basis) on a structure of composition C23H35CaClIN3O2S2.

ORCA input file:
```
! RIJCOSX wB97M-V def2-TZVPD def2/J DEFGRID3
* xyz -2 1
Ca 0.12 0.51 -0.06
Cl -6.14 -1.40 3.24
C -4.43 -1.18 2.85
C -3.51 -1.28 3.84
C -2.13 -1.11 3.56
I -0.77 -1.29 5.12
C -1.62 -0.82 2.29
O -0.41 -0.63 2.00
C -2.66 -0.75 1.24
N -2.20 -0.51 -0.02
C -3.05 -0.39 -1.01
C -4.44 -0.53 -0.82
C -4.92 -0.79 0.42
C -4.04 -0.91 1.51
H -3.83 -1.49 4.85
H -2.61 -0.15 -1.97
H -5.11 -0.41 -1.66
H -5.99 -0.90 0.60
C 3.25 -0.69 -1.27
N 2.30 -1.47 -0.49
C 2.72 -1.49 0.90
C 2.13 -2.80 -1.04
C 1.03 -3.62 -0.36
N -0.27 -2.98 -0.31
C -0.90 -2.95 -1.61
C -1.12 -3.55 0.70
H 4.25 -1.15 -1.25
H 3.31 0.32 -0.85
H 2.89 -0.60 -2.30
H 3.69 -2.01 1.02
H 1.98 -1.99 1.52
H 2.82 -0.47 1.26
H 3.06 -3.39 -0.94
H 1.93 -2.70 -2.11
H 1.33 -3.85 0.66
H 0.96 -4.59 -0.89
H -1.07 -3.98 -2.00
H -0.30 -2.40 -2.34
H -1.86 -2.44 -1.55
H -1.34 -4.62 0.51
H -2.07 -3.01 0.74
H -0.65 -3.46 1.68
C -0.70 4.37 -3.10
C -0.67 2.92 -2.60
S -1.52 2.68 -1.05
C -0.07 1.96 -3.33
C 0.58 2.27 -4.67
S 0.02 0.23 -2.88
H -1.07 5.01 -2.30
H -1.37 4.51 -3.96
H 0.29 4.74 -3.40
H 0.53 3.32 -4.94
H 0.10 1.69 -5.46
H 1.63 1.96 -4.66
C 2.00 1.82 2.99
C 2.15 2.46 1.60
C 3.62 2.84 1.40
C 1.30 3.73 1.54
O 1.77 1.56 0.61
H 2.21 2.53 3.79
H 2.68 0.97 3.10
H 0.99 1.43 3.13
H 3.97 3.54 2.17
H 3.74 3.31 0.42
H 4.24 1.94 1.43
H 1.61 4.45 2.30
H 0.24 3.50 1.67
H 1.39 4.18 0.55
*
```

Results
Max |F| = 0.031 Eh/bohr
Kohn-Sham gap = 4.045 eV
Molecular weight = 652.1 g mol⁻¹



Entry 4:
ORCA calculation (the ωB97M-V functional and the def2-TZVPD basis) on a cluster of 2 separate species, C4H15N3O in total.

ORCA input file:
```
! RIJCOSX wB97M-V def2-TZVPD def2/J DEFGRID3
* xyz -1 2
C 0.63 0.40 0.88
C 1.40 1.13 -0.18
C 0.50 1.84 -1.23
N -0.72 2.38 -0.57
N -0.43 -0.56 0.28
C -1.32 -1.08 1.38
N -1.67 -2.53 1.16
H 0.23 1.10 1.64
H 1.31 -0.27 1.47
H 2.10 0.54 -0.79
H 1.87 1.93 0.41
H 0.22 1.12 -2.20
H 0.95 2.58 -1.93
H -0.45 3.21 -0.09
H -1.17 1.68 0.02
H -0.90 -0.06 -0.50
H -0.74 -0.99 2.29
H -2.30 -0.62 1.61
H -0.90 -3.02 0.77
H -2.45 -2.56 0.56
H 1.99 -2.30 -1.61
H 0.69 -1.76 -1.36
O 1.16 -2.15 -2.01
*
```

Results
Max |F| = 0.087 Eh/bohr
Kohn-Sham gap (spin up / spin down) = 2.806 / 9.601 eV
Molecular weight = 121.2 g mol⁻¹



Repeat the first record exactly.
ORCA calculation (the ωB97M-V functional and the def2-TZVPD basis) on a cluster of 3 separate species, C14H36BF2O5P2 in total.

ORCA input file:
```
! RIJCOSX wB97M-V def2-TZVPD def2/J DEFGRID3
* xyz 1 1
O 0.82 0.28 5.70
P 0.77 1.43 4.80
O 1.99 2.44 4.80
O 0.51 1.03 3.28
C -0.58 2.55 5.39
P -1.87 3.14 4.35
F -1.92 2.38 3.01
F -1.53 4.57 3.95
C -3.46 3.02 5.02
B -3.85 1.43 4.99
O -4.77 0.99 4.09
O -3.22 0.68 5.93
H 2.71 2.16 4.21
H 0.71 1.71 2.63
H -1.05 2.05 6.24
H -0.08 3.45 5.77
H -3.45 3.42 6.04
H -4.15 3.57 4.37
H -4.43 0.58 3.28
H -3.03 -0.23 5.66
C -0.11 -3.13 -1.43
C 0.14 -1.85 -0.64
C 0.02 -2.03 0.87
C -1.36 -2.48 1.37
C -2.50 -1.55 0.98
C -2.36 -0.14 1.55
H -1.12 -3.51 -1.28
H 0.01 -2.95 -2.50
H 0.59 -3.91 -1.14
H -0.55 -1.07 -0.98
H 1.14 -1.48 -0.87
H 0.30 -1.10 1.37
H 0.76 -2.78 1.20
H -1.32 -2.57 2.46
H -1.58 -3.48 0.99
H -3.44 -1.98 1.33
H -2.59 -1.49 -0.11
H -2.29 -0.18 2.64
H -3.21 0.49 1.26
H -1.46 0.35 1.18
C 3.46 -1.47 -6.95
C 3.72 -0.20 -6.16
C 3.62 -0.38 -4.65
C 2.24 -0.82 -4.14
C 1.09 0.11 -4.51
C 1.23 1.51 -3.92
H 2.45 -1.85 -6.79
H 3.57 -1.30 -8.02
H 4.16 -2.26 -6.66
H 3.03 0.59 -6.49
H 4.72 0.17 -6.39
H 3.91 0.55 -4.15
H 4.36 -1.13 -4.33
H 2.29 -0.92 -3.05
H 2.02 -1.83 -4.52
H 0.16 -0.34 -4.15
H 0.99 0.18 -5.59
H 1.29 1.46 -2.83
H 0.37 2.13 -4.18
H 2.12 2.01 -4.28
*
```

Results
Max |F| = 0.018 Eh/bohr
Kohn-Sham gap = 9.173 eV
Molecular weight = 395.2 g mol⁻¹